# 1
This record from the OMol25 dataset describes C6H10ClN3O as an isolated structure in a non-equilibrium geometry. The level of theory is ωB97M-V/def2-TZVPD.

Values from the calculation:
Total charge: 0
Lowest unoccupied orbital energy in eV: 0.67
Energy relative to the best compared isomer or geometry (same formula, charge and spin) in eV: 0.2049
Largest force on an atom in eV Å⁻¹: 3.85
Gap between HOMO and LUMO in eV: 8.406

Element x y z (Å)
C1 -0.35524 -0.67642 -0.83986
C2 0.64625 -0.00280 -0.29048
C3 2.09591 -0.02935 -0.70921
C4 -1.61946 -0.65824 -0.17761
C5 -2.08874 -1.91352 0.50962
C6 0.76976 1.96829 1.24099
N1 -0.98151 0.21599 1.32945
N2 0.28978 0.63633 0.86217
N3 2.36907 -0.12030 -1.98251
O1 2.92561 0.16707 0.17928
Cl1 -3.01408 0.27072 -0.94297
H1 -0.18641 -1.18322 -1.81251
H2 -3.00731 -2.32419 0.09495
H3 -2.37134 -1.44221 1.40519
H4 -1.29304 -2.56412 0.78954
H5 1.04964 1.93079 2.34096
H6 1.52121 2.23703 0.58290
H7 -0.03995 2.76335 1.06756
H8 -1.64433 1.09337 1.37932
H9 1.64142 -0.35863 -2.62413
H10 3.29274 -0.00993 -2.40266

Forces on the atoms, in the same order (eV/Å):
0.5 -0.9 -3.3
-0.1 0.3 0.7
0.3 1.4 3.6
0.6 1.3 3.1
-1.3 1.1 -0.4
-2.6 -0.4 1.8
-2.0 0.8 -2.9
0.4 0.8 0.7
0.6 -0.4 -2.9
-0.2 -0.3 -0.9
0.7 -0.5 0.1
-0.4 0.1 0.8
0.4 -0.5 -0.4
-0.9 -0.1 1.7
0.5 -0.7 -0.4
-0.1 0.4 -1.5
1.9 0.4 -0.8
0.7 -1.1 0.4
1.7 -1.7 -0.2
-0.3 0.1 -0.2
-0.4 -0.2 0.9

# 2
This record from the OMol25 dataset describes C6H10ClNO as an isolated structure in a non-equilibrium geometry. The level of theory is ωB97M-V/def2-TZVPD.

Values from the calculation:
Total charge: 0
Lowest unoccupied orbital energy in eV: 0.71
Energy relative to the best compared isomer or geometry (same formula, charge and spin) in eV: 2.3146
Largest force on an atom in eV Å⁻¹: 4.85
Gap between HOMO and LUMO in eV: 9.239

Element x y z (Å)
C1 0.60189 1.68384 -0.42502
C2 -1.35250 -0.75429 -1.37931
C3 -1.59825 -1.60016 -0.11391
C4 -1.47393 0.30409 -0.32525
C5 1.94431 1.96760 0.35135
C6 -0.42902 -2.25701 0.53925
N1 -0.23266 0.83253 0.21928
O1 0.32552 2.31394 -1.43013
Cl1 -2.83403 1.28084 -0.07974
H1 -0.40725 -1.12484 -1.87903
H2 -2.14854 -0.71192 -1.98607
H3 -2.61951 -1.75242 0.06243
H4 1.90515 3.00291 0.50780
H5 2.11925 1.24156 1.18213
H6 2.78662 1.91313 -0.23775
H7 0.42812 -2.23096 -0.14912
H8 -0.53466 -3.27873 0.61990
H9 -0.11026 -1.72333 1.40762
H10 0.13464 0.32308 1.00435

Forces on the atoms, in the same order (eV/Å):
1.5 1.2 0.0
2.3 -1.3 2.0
1.1 4.5 -1.4
3.2 -3.3 0.6
-2.4 -2.1 0.3
0.6 2.0 -1.8
-1.2 -1.2 0.0
-0.1 -0.7 0.4
-0.8 0.2 -0.2
-0.9 1.5 0.5
-2.7 -0.1 -2.6
-1.1 -0.6 0.7
-0.2 1.4 1.4
-0.3 1.2 -0.2
1.7 -0.7 -2.0
-0.1 0.4 0.0
-0.7 -2.2 1.1
0.1 -0.2 1.1
0.1 0.2 0.2

# 3
This record from the OMol25 dataset describes an isolated ion of composition C6H10F3N2 and charge +1 in a non-equilibrium geometry. The level of theory is ωB97M-V/def2-TZVPD.

Values from the calculation:
Total charge: +1
SMILES: C/C=C(/C(=[NH2+])NC)C(F)(F)F
Lowest unoccupied orbital energy in eV: -3.36
Energy relative to the best compared isomer or geometry (same formula, charge and spin) in eV: 1.1314
Largest force on an atom in eV Å⁻¹: 6.60
Gap between HOMO and LUMO in eV: 11.202

Element x y z (Å)
C1 -0.16915 0.02943 1.93033
C2 0.22123 -0.39709 0.71802
C3 0.21669 0.68818 -0.68213
C4 -0.38339 -0.88801 3.04460
C5 -0.90153 1.13338 -2.82712
C6 0.90832 -1.64006 0.35988
N1 -0.61030 0.27242 -1.62881
N2 0.81695 1.82409 -0.65337
F1 1.41060 -1.64025 -0.88016
F2 1.96338 -2.00468 1.21633
F3 0.05222 -2.66086 0.37033
H1 -0.67694 1.10720 1.87321
H2 0.15351 -1.81594 2.80013
H3 -0.18059 -0.33384 4.02627
H4 -1.37222 -1.20007 2.89945
H5 -1.19339 2.07710 -2.42962
H6 0.08456 1.14308 -3.43172
H7 -1.58884 0.58342 -3.47614
H8 -0.98017 -0.67735 -1.58652
H9 1.54398 2.10303 -0.02627
H10 0.68508 2.29683 -1.61669

Forces on the atoms, in the same order (eV/Å):
-1.7 2.4 -2.9
1.1 4.1 -2.3
-1.9 -4.9 4.0
1.9 0.7 1.0
2.6 -2.4 -0.4
1.6 -2.3 0.7
0.4 1.0 -0.3
-0.7 1.7 -3.8
0.4 0.6 0.0
-1.6 0.9 -1.2
-0.5 -0.6 0.4
1.3 -2.3 0.7
0.4 0.4 1.0
-0.4 -1.5 -1.2
-2.0 -0.2 0.6
-0.6 0.8 -0.4
-1.5 0.5 0.8
-0.3 0.6 0.4
0.2 0.6 0.2
0.2 0.0 0.3
1.0 -0.2 2.4

Please write out number 2 again, unchanged.
This record from the OMol25 dataset describes C6H10ClNO as an isolated structure in a non-equilibrium geometry. The level of theory is ωB97M-V/def2-TZVPD.

Values from the calculation:
Total charge: 0
Lowest unoccupied orbital energy in eV: 0.71
Energy relative to the best compared isomer or geometry (same formula, charge and spin) in eV: 2.3146
Largest force on an atom in eV Å⁻¹: 4.85
Gap between HOMO and LUMO in eV: 9.239

Element x y z (Å)
C1 0.60189 1.68384 -0.42502
C2 -1.35250 -0.75429 -1.37931
C3 -1.59825 -1.60016 -0.11391
C4 -1.47393 0.30409 -0.32525
C5 1.94431 1.96760 0.35135
C6 -0.42902 -2.25701 0.53925
N1 -0.23266 0.83253 0.21928
O1 0.32552 2.31394 -1.43013
Cl1 -2.83403 1.28084 -0.07974
H1 -0.40725 -1.12484 -1.87903
H2 -2.14854 -0.71192 -1.98607
H3 -2.61951 -1.75242 0.06243
H4 1.90515 3.00291 0.50780
H5 2.11925 1.24156 1.18213
H6 2.78662 1.91313 -0.23775
H7 0.42812 -2.23096 -0.14912
H8 -0.53466 -3.27873 0.61990
H9 -0.11026 -1.72333 1.40762
H10 0.13464 0.32308 1.00435

Forces on the atoms, in the same order (eV/Å):
1.5 1.2 0.0
2.3 -1.3 2.0
1.1 4.5 -1.4
3.2 -3.3 0.6
-2.4 -2.1 0.3
0.6 2.0 -1.8
-1.2 -1.2 0.0
-0.1 -0.7 0.4
-0.8 0.2 -0.2
-0.9 1.5 0.5
-2.7 -0.1 -2.6
-1.1 -0.6 0.7
-0.2 1.4 1.4
-0.3 1.2 -0.2
1.7 -0.7 -2.0
-0.1 0.4 0.0
-0.7 -2.2 1.1
0.1 -0.2 1.1
0.1 0.2 0.2